No. 1
{
  "formula": "C27H82N7O9",
  "method": "ωB97M-V/def2-TZVPD",
  "total_energy_ev": -58154.162,
  "fmax_ev_per_a": 12.0,
  "total_charge": 1,
  "e_homo_ev": -9.040,
  "homo_lumo_gap_ev": 7.332,
  "symbols": ["N", "H", "H", "H", "H", "C", "C", "C", "O", "C", "N", "H", "H", "H", "H", "H", "H", "H", "H", "H", "H", "H", "C", "C", "C", "O", "C", "N", "H", "H", "H", "H", "H", "H", "H", "H", "H", "H", "H", "C", "C", "C", "O", "C", "N", "H", "H", "H", "H", "H", "H", "H", "H", "H", "H", "H", "C", "C", "C", "O", "C", "N", "H", "H", "H", "H", "H", "H", "H", "H", "H", "H", "H", "C", "C", "C", "O", "C", "N", "H", "H", "H", "H", "H", "H", "H", "H", "H", "H", "H", "C", "C", "C", "O", "C", "N", "H", "H", "H", "H", "H", "H", "H", "H", "H", "H", "H", "C", "O", "H", "H", "H", "H", "C", "O", "H", "H", "H", "H", "C", "O", "H", "H", "H", "H"],
  "positions_angstrom": [[0.345728, -0.716512, -0.465728], [-0.289272, 0.147488, -0.322728], [1.167728, -0.490512, -0.876728], [-0.120272, -1.452512, -0.799728], [0.497728, -0.992512, 0.553272], [2.426728, 0.247488, 2.727272], [3.236728, 0.861488, 1.586272], [4.661728, 1.084488, 2.000272], [4.609728, 2.190488, 2.815272], [5.945728, 2.805488, 2.861272], [3.242728, -0.077512, 0.503272], [2.220728, 0.899488, 3.540272], [2.861728, -0.710512, 3.026272], [1.435728, -0.041512, 2.279272], [2.904728, 1.740488, 1.137272], [5.114728, 1.591488, 0.980272], [5.195728, 0.110488, 2.246272], [6.075728, 3.753488, 2.192272], [6.531728, 2.034488, 2.557272], [5.970728, 3.029488, 3.899272], [3.894728, 0.128488, -0.286728], [3.538728, -0.933512, 0.857272], [-3.790272, 0.509488, -1.004728], [-4.837272, 1.425488, -0.206728], [-6.275272, 1.074488, -0.408728], [-6.625272, 1.078488, -1.752728], [-7.975272, 0.568488, -1.814728], [-4.465272, 1.346488, 1.169272], [-3.985272, -0.600512, -0.737728], [-2.755272, 0.756488, -0.939728], [-4.046272, 0.635488, -2.057728], [-4.597272, 2.277488, -0.349728], [-6.852272, 1.851488, 0.255272], [-6.547272, 0.093488, -0.054728], [-8.141272, -0.544512, -1.569728], [-8.034272, 0.710488, -2.912728], [-8.686272, 1.098488, -1.114728], [-3.563272, 1.970488, 1.431272], [-5.287272, 1.526488, 1.645272], [2.144728, 2.166488, -2.289728], [3.365728, 2.687488, -2.821728], [4.455728, 1.490488, -3.039728], [4.696728, 0.721488, -1.747728], [5.709728, -0.267512, -1.986728], [3.206728, 3.386488, -4.055728], [1.641728, 1.449488, -2.959728], [1.284728, 2.823488, -2.400728], [2.057728, 1.671488, -1.312728], [3.674728, 3.480488, -2.278728], [5.493728, 2.019488, -3.214728], [3.939728, 0.812488, -3.682728], [5.875728, -0.951512, -1.135728], [6.748728, 0.095488, -2.059728], [5.475728, -0.838512, -2.700728], [4.074728, 3.737488, -4.348728], [2.776728, 4.191488, -3.797728], [-0.727272, -1.584512, 3.470272], [-2.253272, -1.769512, 3.373272], [-2.895272, -1.172512, 4.627272], [-2.337272, -1.918512, 5.715272], [-3.004272, -1.779512, 6.926272], [-2.697272, -1.062512, 2.094272], [-0.392272, -0.509512, 3.606272], [-0.279272, -1.821512, 2.577272], [-0.246272, -2.186512, 4.195272], [-2.314272, -2.963512, 3.381272], [-4.082272, -1.410512, 4.521272], [-2.795272, -0.100512, 4.821272], [-4.154272, -1.711512, 7.037272], [-2.738272, -0.743512, 7.266272], [-2.517272, -2.331512, 7.665272], [-2.811272, -0.134512, 2.297272], [-3.559272, -1.394512, 1.972272], [-0.948272, 3.291488, -0.335728], [-1.061272, 2.839488, 1.113272], [-2.418272, 2.181488, 1.316272], [-3.502272, 3.023488, 0.924272], [-3.856272, 3.769488, 2.060272], [0.069728, 2.067488, 1.421272], [-1.869272, 3.894488, -0.432728], [-0.854272, 2.436488, -1.046728], [-0.307272, 4.132488, -0.595728], [-1.204272, 3.832488, 1.641272], [-2.475272, 1.775488, 2.346272], [-2.413272, 1.491488, 0.616272], [-3.100272, 4.240488, 2.645272], [-4.323272, 3.258488, 2.929272], [-4.654272, 4.525488, 1.802272], [0.068728, 1.709488, 2.270272], [0.886728, 2.579488, 1.129272], [3.403728, -3.413512, -1.849728], [2.670728, -2.647512, -3.055728], [3.115728, -3.213512, -4.487728], [4.506728, -2.991512, -4.472728], [5.111728, -3.555512, -5.577728], [1.257728, -2.697512, -2.780728], [4.499728, -3.370512, -1.807728], [3.190728, -4.440512, -2.037728], [3.094728, -3.073512, -0.900728], [2.961728, -1.657512, -2.937728], [2.540728, -2.615512, -5.010728], [2.922728, -4.367512, -4.668728], [4.786728, -4.495512, -6.011728], [6.171728, -3.700512, -5.520728], [4.935728, -2.776512, -6.489728], [0.751728, -2.394512, -3.536728], [0.912728, -3.571512, -2.868728], [-2.411272, 0.767488, -3.034728], [-1.141272, 0.291488, -3.021728], [-2.654272, 1.179488, -4.006728], [-2.609272, 1.351488, -2.183728], [-2.937272, -0.119512, -2.905728], [-0.934272, -0.261512, -3.867728], [1.067728, -3.439512, 2.615272], [-0.046272, -3.368512, 1.674272], [1.085728, -2.663512, 3.378272], [2.117728, -3.202512, 2.067272], [1.243728, -4.427512, 3.116272], [-0.750272, -4.029512, 1.975272], [-3.071272, -2.403512, -0.937728], [-2.600272, -1.424512, -0.061728], [-3.387272, -1.939512, -2.063728], [-4.166272, -2.695512, -0.507728], [-2.302272, -3.333512, -1.049728], [-3.200272, -1.417512, 0.723272]],
  "forces_ev_per_angstrom": [[-2.626, 3.805, 6.558], [1.132, -1.602, -0.741], [3.467, 0.728, -1.654], [-2.448, -3.498, -2.557], [0.367, 0.425, -1.492], [-1.503, -0.507, -1.966], [1.163, -2.436, 0.650], [0.217, 1.958, -4.086], [1.418, 0.786, 1.203], [-3.234, 2.401, -0.075], [-0.688, -0.072, -2.267], [0.184, 0.473, 0.847], [0.256, 0.289, 0.268], [0.688, 0.262, 0.518], [-0.983, 1.874, 0.067], [-0.346, -2.035, 1.822], [-0.311, 1.301, 0.399], [-0.523, -1.746, 1.062], [2.650, -1.636, -0.563], [1.067, 0.600, 0.755], [-0.835, 0.401, 0.964], [0.510, -2.096, 0.668], [-5.902, -0.872, 0.612], [0.745, -11.391, 1.351], [0.088, 1.352, 1.125], [-1.295, -0.305, 1.010], [0.251, -0.411, -1.273], [-2.466, -7.537, 2.340], [-0.307, 3.276, -0.794], [0.012, -0.296, 1.308], [-1.024, -0.064, 1.116], [1.584, 10.882, -3.811], [0.395, -1.100, -1.271], [0.330, -0.546, 0.828], [0.938, 1.348, -0.253], [-1.634, -0.176, 0.694], [0.694, -0.001, -1.157], [-10.079, -6.411, 0.916], [-1.659, 0.471, 1.953], [-4.351, -1.897, -0.155], [2.881, -2.928, -0.895], [0.862, 2.678, 3.477], [0.374, 0.754, -1.819], [2.393, 3.656, 6.154], [-0.431, -2.864, -2.398], [0.831, -0.642, -0.289], [0.206, 1.097, 0.666], [0.803, 0.540, -0.008], [1.972, 1.546, 3.407], [-2.059, -1.503, -0.671], [0.550, -0.413, -1.208], [-0.923, 0.439, 0.306], [-0.489, 0.674, -0.596], [-1.766, -4.265, -6.094], [1.685, 0.110, -0.713], [-2.257, 2.996, 0.462], [-1.164, 3.279, 1.026], [2.066, -0.081, -0.262], [-2.850, -2.573, 0.254], [-0.967, -0.542, -1.311], [-1.105, 4.016, 0.745], [4.543, -2.263, 5.325], [-0.770, -0.784, 0.490], [0.086, -0.089, -1.740], [-0.278, -0.185, 1.210], [-0.877, 2.664, -0.336], [2.412, 0.681, 0.523], [0.291, 0.097, -0.450], [1.612, -1.061, -0.944], [-0.319, -0.241, 0.054], [0.334, -1.662, 0.910], [-0.565, 2.843, 0.587], [-5.002, -1.203, 0.174], [-1.651, 0.661, -0.441], [-0.849, 3.830, -0.596], [8.861, 3.643, 1.244], [5.657, 10.475, 0.497], [-2.802, 2.321, 1.086], [-0.176, 0.747, -4.491], [-0.245, -0.897, -0.835], [-0.179, 0.770, 0.287], [1.160, -0.569, 0.454], [0.840, -0.747, 0.196], [0.003, 0.397, -0.365], [0.112, -3.911, -2.585], [1.401, 0.820, -0.586], [-0.193, -1.204, -1.039], [1.139, -0.706, -0.119], [0.614, -1.796, 4.964], [0.336, -0.291, 0.491], [0.429, 0.496, -2.351], [1.493, -3.488, 1.374], [2.030, -3.610, 5.676], [-0.358, -0.694, 0.010], [0.152, 2.462, -4.212], [1.139, 1.993, 1.549], [-0.225, 0.385, -0.634], [-0.383, -1.031, 0.454], [-0.917, 0.283, 1.051], [0.684, 2.061, -0.525], [-2.249, 2.771, -4.208], [-0.057, 2.294, 0.510], [-0.971, -0.430, 0.712], [0.655, 0.451, 0.790], [0.596, -1.718, 1.636], [-1.313, 2.368, -2.478], [-0.747, -4.428, 0.801], [0.236, -0.256, -3.125], [5.033, -1.767, -1.964], [-0.342, 0.698, -0.111], [0.894, 1.543, -0.953], [-1.723, -1.104, -0.235], [-0.732, 1.676, 2.377], [3.357, -0.618, -1.377], [0.297, -2.348, 1.088], [-0.180, -0.497, -0.289], [-2.518, -0.763, 0.559], [-0.602, 0.720, -0.662], [1.528, 1.400, -0.643], [-2.021, -1.303, -1.883], [1.235, -2.502, -1.719], [1.203, -1.312, 2.763], [2.545, -0.255, -1.273], [-2.043, 2.102, 0.197], [1.821, 0.114, -2.027]]
}

---

No. 2
{
  "formula": "C3H12N2O",
  "method": "ωB97M-V/def2-TZVPD",
  "total_energy_ev": -8329.260,
  "fmax_ev_per_a": 3.6,
  "total_charge": 0,
  "e_homo_ev": -9.187,
  "homo_lumo_gap_ev": 9.502,
  "symbols": ["N", "C", "C", "C", "N", "H", "H", "H", "H", "H", "H", "H", "H", "H", "H", "H", "H", "O"],
  "positions_angstrom": [[0.622624, 1.239495, 0.330620], [-0.229917, 0.031142, -0.923119], [-0.198468, 0.700631, -2.251926], [0.297788, -1.364699, -0.751468], [0.383056, -1.713738, 0.664417], [1.431151, 1.280782, 0.953930], [-1.158957, 0.182902, -0.409915], [0.894991, 0.766766, -0.522005], [0.769814, 0.604858, -2.750704], [-0.426938, 1.746452, -2.098984], [-0.983273, 0.315224, -2.900889], [-0.385553, -2.094575, -1.212690], [1.255281, -1.478741, -1.280432], [0.800702, -0.917174, 1.129851], [1.021082, -2.482833, 0.809747], [-0.380949, 1.199992, 1.817703], [-1.340174, 0.163338, 2.342212], [-0.975138, 1.019786, 2.576100]],
  "forces_ev_per_angstrom": [[-1.660, 1.384, -0.810], [-1.475, -1.646, 1.550], [0.570, 0.341, 0.046], [0.356, -0.612, 0.096], [-0.020, 0.266, -0.100], [0.245, -1.692, -0.193], [-0.384, -0.091, 0.124], [3.062, 1.599, -0.985], [-0.123, -0.012, 0.002], [0.076, 0.348, -0.010], [-0.042, -0.320, 0.128], [-0.077, 0.422, -0.183], [-0.012, 0.184, -0.042], [-0.052, 0.151, 0.268], [-0.068, -0.244, -0.091], [-0.384, 0.073, 0.068], [-0.098, -0.169, 0.141], [0.086, 0.019, -0.009]]
}